Density functional theory data (ωB97M-V/def2-TZVPD) for 18 unconnected molecules or ions with the total composition C43H127N11O23.

Computed properties:
Molar mass: 1166.543 g/mol
E: -4047.0402 Ha

Last column: Löwdin charge in e.
CARTESIAN COORDINATES (ANGSTROEM)
O1 -3.47373 -0.44662 4.52195  -0.189
O2 -0.95985 5.35591 -2.24533  -0.166
O3 3.20395 4.25310 1.37041  -0.149
O4 1.10717 -2.24960 3.90803  0.031
O5 -0.25388 -4.46141 -1.17762  -0.166
O6 4.30986 -2.28508 -0.14381  -0.189
O7 7.16728 -4.32332 2.57166  -0.182
O8 2.75951 3.37226 -3.88337  -0.220
O9 1.87569 3.99035 3.79261  -0.157
O10 -3.12400 -4.26695 2.44845  -0.203
O11 0.91483 1.93279 5.48333  -0.147
O12 -2.69772 1.92763 -1.46821  -0.156
O13 -7.15163 -2.30945 0.69185  0.001
O14 2.95741 2.74321 -0.77569  -0.179
O15 -0.00987 2.49910 0.82446  -0.188
O16 -3.07748 -0.73473 -0.15135  -0.211
O17 -2.13779 -3.96391 -3.03315  -0.279
O18 1.68415 -0.62575 -4.24589  0.008
O19 -0.55045 -4.25171 3.07594  -0.154
O20 7.92670 3.58299 -7.07761  -0.186
O21 -3.23916 4.65810 -0.80290  -0.160
O22 -5.78632 -1.39602 -3.59817  -0.203
O23 -6.48327 1.42619 1.30304  -0.196
N1 -6.18101 -0.06686 3.96955  -0.069
N2 5.95772 -1.60724 2.03364  -0.068
N3 0.73777 -1.22278 -2.23856  0.170
N4 3.31344 -2.40305 3.50042  0.181
N5 -5.13692 -3.41154 0.20226  0.165
N6 2.11855 0.56879 -2.35086  0.172
N7 -5.73587 -3.01357 2.36456  0.163
N8 2.46572 -0.48806 4.30190  0.194
N9 -0.29098 -0.37226 0.39080  -0.031
N10 -2.94142 -1.36954 -3.81146  -0.034
N11 5.52891 2.95986 -5.27829  -0.066
C1 4.32102 -0.93449 0.31053  -0.205
C2 1.35978 3.69520 -3.63766  -0.069
C3 -7.02095 1.03515 3.68011  -0.212
C4 -0.97958 -1.59145 0.79602  -0.194
C5 -6.98685 -1.59597 -2.87699  -0.079
C6 7.37372 -1.88453 2.28843  -0.173
C7 3.09520 -3.00767 -0.15575  -0.088
C8 6.85996 2.40159 -5.23221  -0.212
C9 4.30601 2.84319 -1.22412  -0.107
C10 -4.59758 4.88496 -0.74769  -0.159
C11 3.06267 4.11653 4.58518  -0.121
C12 7.69378 -3.15645 3.13788  -0.211
C13 8.98305 4.40189 -7.52640  -0.132
C14 1.53493 -0.50338 -3.03007  -0.653
C15 -5.09600 -0.10887 -3.49374  -0.174
C16 -0.45029 1.78151 5.94112  -0.105
C17 0.24394 -5.66878 -1.69931  -0.156
C18 -3.42771 -4.53875 -2.65754  -0.042
C19 -7.49500 0.96190 2.22532  -0.180
C20 2.20348 -1.73719 3.86362  -0.708
C21 -2.38513 -1.26644 4.59722  -0.166
C22 -6.78068 1.16200 -0.06977  -0.106
C23 -1.10667 2.70865 1.79069  -0.045
C24 -2.18062 -1.87397 -0.08962  -0.156
C25 -1.59051 1.80481 -2.47304  -0.067
C26 7.92286 3.47361 -5.67400  -0.235
C27 8.06116 -5.10619 1.82903  -0.113
C28 -3.55068 -0.30751 1.10985  -0.070
C29 -4.54706 -1.07295 5.30095  -0.195
C30 -3.77562 -0.26355 -4.15690  -0.239
C31 -0.28862 6.56537 -1.84691  -0.148
C32 2.99292 2.69316 -5.10457  -0.228
C33 5.68934 -0.67975 0.91868  -0.197
C34 -1.99606 -3.52523 -4.38267  -0.176
C35 -5.72012 -0.10819 5.36154  -0.182
C36 1.00224 1.51679 1.35921  -0.151
C37 2.84959 5.57821 0.90313  -0.092
C38 0.37174 -5.01206 2.27031  -0.098
C39 -2.97697 -2.42181 -4.77375  -0.222
C40 4.36206 2.08964 -5.00866  -0.214
C41 -3.72427 -5.26802 3.27071  -0.137
C42 0.51592 0.11677 1.46741  -0.217
C43 -6.09668 -2.86499 1.05281  -0.630
H1 -0.15570 0.04123 2.36178  0.108
H2 -7.77476 1.44217 -0.40603  0.088
H3 -2.90034 -0.68210 1.88284  0.062
H4 4.91501 2.43299 -0.45959  0.067
H5 7.17081 2.05528 -4.23404  0.111
H6 1.88719 1.47479 0.77119  0.082
H7 2.52516 5.57405 -0.18094  0.090
H8 1.17639 1.88407 2.32113  0.081
H9 9.90606 3.75900 -7.72003  0.102
H10 -4.04098 -0.27929 -5.22228  0.128
H11 2.23250 -2.53904 -0.73193  0.089
H12 -1.14402 2.17049 5.25917  0.056
H13 -5.58699 0.66233 -4.10041  0.132
H14 -2.76016 1.05639 -1.05777  0.026
H15 -3.57998 0.79280 1.12831  0.098
H16 -7.83692 -0.04050 2.04578  0.109
H17 -3.30844 -4.83404 -1.60206  0.088
H18 -1.59256 1.82449 2.04295  0.038
H19 -4.61417 -0.63066 1.22664  0.087
H20 -0.06273 -3.55918 3.52218  0.027
H21 -0.72891 3.21072 2.76659  0.112
H22 -5.50584 -0.26505 3.26523  0.078
H23 0.48369 -0.84316 -1.33962  0.043
H24 3.81541 3.42317 4.33822  0.059
H25 7.32926 -3.12048 4.12425  0.106
H26 -1.03817 0.28512 0.25123  0.087
H27 -0.46604 -6.44655 -1.54113  0.071
H28 0.89329 4.33711 -4.36332  0.090
H29 -1.01667 -3.01788 -4.33673  0.128
H30 2.21674 0.71343 -1.36562  0.050
H31 5.73280 0.34607 1.19871  0.099
H32 7.69860 -1.04221 2.88455  0.114
H33 8.76615 3.00146 -5.25336  0.096
H34 9.15911 5.24640 -6.85815  0.074
H35 3.28898 0.04688 4.21506  0.094
H36 -8.31590 1.63740 2.08183  0.111
H37 2.79736 -3.31431 0.83814  0.058
H38 6.95892 1.61829 -5.99785  0.126
H39 -4.41423 -4.84608 4.02680  0.076
H40 1.38676 -4.99844 2.66573  0.071
H41 -1.01094 -4.33797 -1.77762  0.017
H42 -0.28103 -2.40844 0.77108  0.108
H43 -4.90119 -2.04063 4.88255  0.112
H44 2.05747 5.96575 1.53523  0.077
H45 3.04486 -3.22180 2.98072  0.082
H46 -3.01322 3.70122 -0.66814  0.065
H47 -2.99132 -5.80439 3.78244  0.059
H48 0.56951 6.55334 -2.55255  0.076
H49 -4.95797 -2.87000 -0.61949  0.073
H50 -4.33069 -3.88847 -2.77763  0.089
H51 4.52343 3.92682 -1.44274  0.113
H52 -5.04609 4.78542 0.26487  0.094
H53 2.72777 1.23801 -2.81849  0.049
H54 3.02835 3.61344 0.69781  -0.005
H55 -3.35475 0.72452 -4.02258  0.089
H56 -4.34687 -3.73613 0.75314  0.051
H57 8.75920 -3.12989 3.23164  0.109
H58 3.74836 6.16692 0.97283  0.072
H59 -6.49348 -0.48381 6.07086  0.128
H60 0.11109 6.65029 -0.80508  0.077
H61 0.28688 -4.75217 1.20848  0.059
H62 -0.63162 0.73605 6.02808  0.051
H63 0.52374 -2.21296 -2.40045  0.102
H64 -1.74834 3.41209 1.26121  0.079
H65 -2.05011 -1.32019 5.65269  0.095
H66 -6.97233 -2.66568 -2.83616  0.086
H67 -1.58594 -0.92369 3.90917  0.071
H68 4.10505 -0.22056 -0.51215  0.116
H69 1.27457 4.21859 -2.69993  0.058
H70 4.50763 1.23539 -5.69898  0.129
H71 -2.13584 -4.18462 2.59368  0.047
H72 -2.03621 -4.38649 -5.08348  0.132
H73 2.29828 1.82902 -5.15270  0.117
H74 2.36201 3.22306 -1.40577  0.092
H75 6.40675 -0.80821 0.07768  0.128
H76 -4.04750 -2.68528 -4.83833  0.112
H77 -4.55132 5.92565 -0.95579  0.072
H78 -6.90406 -1.19635 -1.89011  0.048
H79 3.27352 -3.88942 -0.76180  0.086
H80 5.44754 3.78150 -4.67060  0.112
H81 3.58615 -0.85495 1.12813  0.102
H82 -7.90937 0.94524 4.25660  0.113
H83 -5.17485 4.35179 -1.49368  0.081
H84 4.53567 2.24242 -2.13947  0.066
H85 -2.63610 -2.80966 0.21333  0.093
H86 2.76370 3.91702 5.63617  0.088
H87 -1.33501 -1.55333 1.82783  0.082
H88 -4.79366 -3.27930 2.71337  0.063
H89 0.72649 2.81428 -3.60719  0.070
H90 -1.55349 2.77426 -2.97104  0.073
H91 -2.65481 -2.00747 -5.79060  0.151
H92 7.58680 -5.66110 0.99974  0.093
H93 -3.50729 -5.43167 -3.29431  0.096
H94 4.39219 1.53571 -3.98669  0.111
H95 8.72316 4.88585 -8.54224  0.106
H96 7.62526 4.41836 -5.15720  0.132
H97 1.36479 -0.61988 1.70682  0.127
H98 -0.59818 2.25170 6.93648  0.091
H99 -6.67103 0.12612 -0.36710  0.039
H100 -5.42980 0.89984 5.73044  0.123
H101 -2.67246 -2.32589 4.27044  0.103
H102 -1.74759 0.96295 -3.12512  0.042
H103 -4.14597 -1.38588 6.26640  0.115
H104 1.66475 0.01142 4.71296  0.093
H105 0.94728 2.67060 4.86600  0.019
H106 2.13126 4.02541 2.88562  0.006
H107 1.15308 -5.88415 -1.12538  0.074
H108 -5.99536 1.71387 -0.66067  0.093
H109 -3.25789 -1.71210 -2.93462  0.079
H110 -1.66173 5.07729 -1.58877  0.055
H111 8.88658 -4.47074 1.40912  0.100
H112 -1.82866 -2.05211 -1.13743  0.116
H113 7.93351 -1.93307 1.36873  0.106
H114 2.87671 3.31751 -6.02255  0.140
H115 -6.52689 1.93676 3.91888  0.106
H116 -4.97148 0.20205 -2.46199  0.102
H117 0.58497 -5.52983 -2.75965  0.101
H118 4.24182 -1.97816 3.36363  0.087
H119 3.41180 5.16567 4.42800  0.095
H120 8.51251 -5.85774 2.45674  0.075
H121 -7.84897 -1.25235 -3.35839  0.070
H122 -6.37320 -2.64631 3.04510  0.086
H123 0.09613 -6.09091 2.44185  0.098
H124 5.44975 -2.44516 1.76692  0.087
H125 -4.35783 -5.92530 2.65199  0.093
H126 -0.91419 7.41743 -2.01100  0.059
H127 -0.61950 1.61285 -1.86814  0.092

=====

Density functional theory data (ωB97M-V/def2-TZVPD) for a molecular structure, C43H25BrF5GdN8O2.

Computed properties:
Molar mass: 1017.871 g/mol
E: -6081.2288 Ha
Energy above the lowest of the compared OMol25 structures with the same formula, charge and spin: 0.00 kJ/mol
Spin multiplicity: 8
<S²>: 16.056

Last column: Löwdin spin population.
CARTESIAN COORDINATES (ANGSTROEM)
Gd1 -0.46367 0.50497 0.03780  6.817
Br1 2.44108 -5.93007 2.61634  0.000
F1 -3.10343 3.48031 6.20801  0.000
F2 -2.70965 2.06120 1.66989  -0.001
F3 -0.66154 2.38126 6.71179  0.000
F4 -4.14961 3.34540 3.66784  0.000
F5 0.79238 1.23775 4.70788  0.000
O1 -0.26299 1.17277 2.14325  -0.008
O2 -0.49387 0.52679 -2.15403  -0.012
N1 1.13801 1.10561 -6.51190  0.000
N2 1.50037 2.26224 -0.08955  -0.013
N3 -2.36912 2.11808 -0.91979  -0.005
N4 -0.00210 -0.88455 -3.85713  0.000
N5 -0.45129 3.75737 -3.24688  0.000
N6 1.93836 -0.10460 1.18093  -0.002
N7 0.56729 -1.84468 -0.82463  -0.011
N8 -6.52348 0.26802 -2.31045  0.000
C1 3.32443 -2.05496 1.50551  0.000
C2 -2.56117 3.43556 -0.89802  0.000
C3 -4.64162 1.86785 -1.63426  0.000
C4 0.44423 -4.22757 -0.77740  -0.001
C5 2.80792 0.81939 1.30777  0.000
C6 3.54943 4.15337 -0.20449  0.000
C7 3.68575 3.01225 0.56974  0.000
C8 2.49686 -0.75411 -1.70002  0.000
C9 -2.21311 2.20132 2.94284  0.000
C10 1.69181 -4.34500 -1.31326  0.001
C11 3.42138 -3.39911 1.79745  0.000
C12 -3.44957 -3.76186 1.01674  -0.007
C13 -3.10892 -1.39399 1.11476  0.018
C14 -0.15665 0.38129 -3.36828  0.000
C15 2.11577 -1.37810 1.68846  0.000
C16 2.36656 4.33950 -0.90300  0.000
C17 -1.85912 -1.46121 0.47283  0.184
C18 -0.11635 -2.94439 -0.52559  0.003
C19 -0.91587 1.67089 3.12108  0.000
C20 -5.68341 0.98564 -2.01003  0.000
C21 1.36760 3.37893 -0.79217  0.000
C22 2.31974 -4.06480 2.30722  0.000
C23 -2.94673 2.81555 3.93494  0.000
C24 2.42812 -3.18497 -1.63764  -0.001
C25 -2.41611 2.88530 5.21933  0.000
C26 -3.77028 4.04032 -1.21543  0.000
C27 -3.38899 1.35272 -1.29693  -0.001
C28 2.64956 2.07636 0.59086  -0.001
C29 3.72752 -3.21396 -2.17919  0.000
C30 -1.44004 -2.77511 0.10226  0.020
C31 -2.24700 -3.89230 0.35343  0.008
C32 4.38677 -2.04739 -2.45352  -0.001
C33 0.64529 1.29120 -5.48695  0.000
C34 -0.18687 2.74304 -3.73455  0.000
C35 -4.84179 3.24843 -1.57998  0.000
C36 1.79845 -1.93873 -1.37862  -0.001
C37 3.76308 -0.81300 -2.21417  0.000
C38 0.09608 1.47373 -4.22160  0.000
C39 1.13081 -3.39699 2.56279  0.000
C40 -1.16071 2.33214 5.46936  0.000
C41 -3.87886 -2.50840 1.41678  0.008
C42 1.02682 -2.05911 2.24555  0.000
C43 -0.43095 1.75019 4.44994  0.000
H1 0.10480 -1.51959 2.42219  0.000
H2 -4.04941 -4.63528 1.22364  0.000
H3 4.35003 4.87488 -0.26768  0.000
H4 4.33917 -3.93348 1.61252  0.000
H5 -1.71563 4.04235 -0.60214  0.000
H6 -3.86721 5.11316 -1.17102  0.000
H7 -3.51145 -0.42326 1.39763  0.002
H8 -0.10477 -5.12105 -0.52957  0.000
H9 4.29674 0.09702 -2.44441  0.000
H10 -5.80644 3.67179 -1.81903  0.000
H11 -3.21209 0.27973 -1.33687  0.000
H12 2.21076 5.19748 -1.53603  0.000
H13 4.19339 -4.16919 -2.37543  0.000
H14 2.12726 -5.31816 -1.49313  0.000
H15 5.38694 -2.06282 -2.85877  0.000
H16 0.13897 -1.03504 -4.84046  0.000
H17 0.44184 3.50255 -1.34418  0.000
H18 -1.95503 -4.87979 0.02872  0.001
H19 4.58626 2.83089 1.14011  0.000
H20 1.99081 0.19212 -1.53759  0.000
H21 -0.30029 -1.65439 -3.28241  0.000
H22 3.70267 0.71189 1.92939  0.000
H23 0.28362 -3.92354 2.97468  0.000
H24 -4.81590 -2.39667 1.94517  0.001
H25 4.16830 -1.53939 1.07083  0.000

=====

> Which formula does entry 2 have?

C43H25BrF5GdN8O2

=====

> Which of these has the lowest E?

C43H25BrF5GdN8O2

=====

> The lowest molar mass belongs to which entry?

C43H25BrF5GdN8O2